1.
This record from the Open Molecules 2025 dataset describes a 4-piece molecular cluster, C4H14NO6 overall at a distorted geometry. The level of theory is the ωB97M-V functional and the def2-TZVPD basis.

Last columns: bonded neighbours and bond lengths (Å).
Element x y z (Å)
1 O -0.98228 2.37145 -1.27229  H13 0.958, H17 1.128
2 O -0.24982 -0.58476 3.12267  C8 1.405, H16 0.984
3 O -0.86215 0.53324 -2.86282  C11 1.341
4 O 1.20625 -1.65937 -0.34048  C9 1.260
5 O 1.75219 0.51293 1.70425  H15 0.966, H25 0.971
6 O 1.08529 2.83250 0.45004  H12 0.958, H14 0.989
7 N -0.74222 -1.11066 -1.25559  C9 1.328, C11 1.571, H24 1.010
8 C -0.92447 -0.54788 1.89102  O2 1.405, C10 1.580, H20 1.094, H21 1.104
9 C -0.04253 -1.54554 -0.21359  O4 1.260, N7 1.328, C10 1.518
10 C -0.60641 -1.90610 1.14837  C8 1.580, C9 1.518, H18 1.101, H19 1.101
11 C 0.00986 -0.38971 -2.43171  O3 1.341, N7 1.571, H22 1.101, H23 1.116
12 H 1.78409 2.52923 -0.13019  O6 0.958
13 H -1.76780 2.14468 -0.77338  O1 0.958
14 H 0.33802 2.94971 -0.18732  O6 0.989
15 H 1.59773 1.32883 1.21080  O5 0.966
16 H 0.62625 -0.16243 2.97101  O2 0.984
17 H -0.90230 1.61303 -2.10331  O1 1.128
18 H 0.24756 -2.41176 1.62565  C10 1.101
19 H -1.38186 -2.67496 1.00592  C10 1.101
20 H -0.67202 0.35699 1.32942  C8 1.094
21 H -1.98698 -0.63456 2.17955  C8 1.104
22 H 0.19280 -1.21519 -3.13740  C11 1.101
23 H 0.93694 0.02102 -1.96615  C11 1.116
24 H -1.66239 -0.69379 -1.23585  N7 1.010
25 H 1.77260 -0.24557 1.09771  O5 0.971

Summary:
**Highest occupied orbital energy**: -4.96 eV
**Energy relative to the best compared isomer or geometry (same formula, charge and spin)**: 49.14 kcal per mole
**E_LUMO**: 3.6 eV
**Total charge**: -1

2.
This record from the Open Molecules 2025 dataset describes a 4-piece molecular cluster, C4H14NO6 overall at a distorted geometry. The level of theory is the ωB97M-V functional and the def2-TZVPD basis.

Last columns: bonded neighbours and bond lengths (Å).
Element x y z (Å)
1 O -1.41654 1.25721 -1.96748  C11 1.425, H17 0.929
2 O 2.46468 -2.26498 -0.47352  C8 1.206
3 O -1.22947 -0.55418 3.14703  H16 0.862, H18 0.931
4 O -1.45109 -1.41532 -0.64983  H13 1.108, H22 0.915
5 O 3.29653 -0.37706 0.17363  C8 1.419, H24 0.904
6 O -3.05363 -1.06487 1.27575  H21 1.033, H23 1.026
7 N 0.97857 -0.56994 0.13898  C8 1.332, C10 1.403
8 C 2.14730 -1.16890 -0.08423  O2 1.206, O5 1.419, N7 1.332
9 C 0.78779 1.70099 -0.80199  C10 1.574, C11 1.497, H14 1.191, H20 1.062
10 C 0.77758 0.77737 0.47308  N7 1.403, C9 1.574, H19 1.185, H25 1.122
11 C 0.00696 1.18806 -1.97212  O1 1.425, C9 1.497, H12 1.126, H15 1.120
12 H 0.25963 1.89960 -2.80787  C11 1.126
13 H -0.40614 -1.23841 -0.32592  O4 1.108
14 H 1.92642 1.62352 -1.14225  C9 1.191
15 H 0.29756 0.14191 -2.24867  C11 1.120
16 H -1.90742 -0.76162 2.65627  O3 0.862
17 H -1.70033 0.55094 -1.43415  O1 0.929
18 H -0.47424 -1.05047 2.92158  O3 0.931
19 H -0.34024 0.75771 0.86461  C10 1.185
20 H 0.60610 2.70427 -0.50498  C9 1.062
21 H -2.45544 -1.36144 0.48769  O6 1.033
22 H -1.20902 -2.20827 -1.03782  O4 0.915
23 H -2.65993 -0.11859 1.31439  O6 1.026
24 H 3.28965 0.29418 0.77909  O5 0.904
25 H 1.46470 1.25828 1.21874  C10 1.122

Summary:
**Highest occupied orbital energy (spin up / spin down)**: -10.83 / -10.83 eV
**Energy relative to the best compared isomer or geometry (same formula, charge and spin)**: 9.08 kcal per mole
**E_LUMO (spin up / spin down)**: 0.1 / -4.1 eV
**Spin multiplicity**: 2

3.
This record from the Open Molecules 2025 dataset describes a 2-piece molecular cluster, C4H14NOS overall at a distorted geometry. The level of theory is the ωB97M-V functional and the def2-TZVPD basis.

Last columns: bonded neighbours and bond lengths (Å).
Element x y z (Å)
1 S -0.15308 -1.05572 -2.69582  C5 1.884, H13 1.323
2 O 0.14455 1.94131 3.60224  H9 0.986, H14 1.028
3 N 0.61956 1.30936 0.25916  C4 1.437, H18 1.141, H19 1.023, H21 0.995
4 C -0.40080 0.30027 0.18232  N3 1.437, C6 1.560, C7 1.597, H15 1.031
5 C 0.85237 -1.49906 -1.16528  S1 1.884, C6 1.598, H8 1.077, H12 1.097
6 C 0.29944 -1.08996 0.27745  C4 1.560, C5 1.598, H16 1.033, H20 1.082
7 C -1.46938 0.52456 1.34832  C4 1.597, H10 1.117, H11 1.120, H17 1.150
8 H 1.05294 -2.55669 -1.19048  C5 1.077
9 H 1.08324 2.17182 3.40585  O2 0.986
10 H -1.28047 1.58818 1.63321  C7 1.117
11 H -1.24982 0.05068 2.33913  C7 1.120
12 H 1.84829 -1.15046 -1.46490  C5 1.097
13 H -0.00652 -2.25666 -3.23091  S1 1.323
14 H -0.21832 2.36469 4.46556  O2 1.028
15 H -0.82546 0.45593 -0.74438  C4 1.031
16 H 1.19306 -1.11384 0.79575  C6 1.033
17 H -2.57528 0.29552 1.12993  C7 1.150
18 H 0.73074 1.73030 1.31338  N3 1.141
19 H 0.40648 2.16258 -0.26375  N3 1.023
20 H -0.37417 -1.89857 0.52763  C6 1.082
21 H 1.48137 0.93715 -0.07193  N3 0.995

Summary:
**Highest occupied orbital energy**: -12.49 eV
**Energy relative to the best compared isomer or geometry (same formula, charge and spin)**: 51.34 kcal per mole
**E_LUMO**: -3.6 eV
**Total charge**: +1

4.
This record from the Open Molecules 2025 dataset describes a 2-piece molecular cluster, C4H14NOS overall at a distorted geometry. The level of theory is the ωB97M-V functional and the def2-TZVPD basis.

Last columns: bonded neighbours and bond lengths (Å).
Element x y z (Å)
1 S 0.50392 0.40057 1.98408  C4 1.813, C7 1.760
2 O -0.00903 2.19354 -2.54827  H8 0.966, H10 0.981
3 N -1.10376 0.55887 -0.88628  C5 1.516, H9 1.021, H19 1.026, H20 1.025
4 C 0.02510 -1.32134 1.68121  S1 1.813, C6 1.545, H16 1.098, H17 1.089
5 C -0.86798 -0.92931 -0.72159  N3 1.516, C6 1.520, H12 1.090, H18 1.093
6 C -1.16305 -1.39074 0.69651  C4 1.545, C5 1.520, H11 1.116, H21 1.085
7 C 2.14187 0.58754 1.36869  S1 1.760, H13 1.101, H14 1.105, H15 1.081
8 H 0.41680 1.79754 -3.31997  O2 0.966
9 H -2.04118 0.74158 -0.52445  N3 1.021
10 H 0.26303 3.13475 -2.50563  O2 0.981
11 H -1.53115 -2.44398 0.65929  C6 1.116
12 H -1.43819 -1.44112 -1.49716  C5 1.090
13 H 2.47754 -0.29455 0.80186  C7 1.101
14 H 2.85824 0.84992 2.16829  C7 1.105
15 H 2.25883 1.37783 0.64018  C7 1.081
16 H -0.23339 -1.77970 2.64530  C4 1.098
17 H 0.79175 -1.96839 1.25628  C4 1.089
18 H 0.19904 -1.13014 -0.85037  C5 1.093
19 H -1.08575 0.94756 -1.83524  N3 1.026
20 H -0.40497 1.03196 -0.30478  N3 1.025
21 H -2.05767 -0.92240 1.09205  C6 1.085

Summary:
**Highest occupied orbital energy**: -12.36 eV
**Energy relative to the best compared isomer or geometry (same formula, charge and spin)**: 13.70 kcal per mole
**E_LUMO**: -3.1 eV
**Total charge**: +1

5.
This record from the Open Molecules 2025 dataset describes a 2-piece molecular cluster, C4H14NOS2 overall at a distorted geometry. The level of theory is the ωB97M-V functional and the def2-TZVPD basis.

Last columns: bonded neighbours and bond lengths (Å).
Element x y z (Å)
1 S 0.70892 1.49436 0.46629  S2 1.958, C7 1.877
2 S 2.46704 1.82715 1.26225  S1 1.958, C5 1.772
3 O -2.14999 -0.03751 -4.25637  H12 0.970, H18 0.949
4 N -1.52603 -0.77931 -0.67578  C6 1.590, H9 1.019, H10 1.007, H14 1.024
5 C 2.11535 2.44060 2.88701  S2 1.772, H13 1.097, H15 1.089, H21 1.091
6 C -0.23403 -1.12542 0.18298  N4 1.590, C7 1.477, C8 1.525, H20 1.108
7 C 0.03259 -0.09355 1.20529  S1 1.877, C6 1.477, H11 1.111, H16 1.093
8 C 0.80945 -1.69414 -0.77241  C6 1.525, H17 1.086, H19 1.086, H22 1.109
9 H -2.20684 -0.40590 -0.01532  N4 1.019
10 H -1.92404 -1.59122 -1.11980  N4 1.007
11 H -0.92847 0.05229 1.74225  C7 1.111
12 H -2.72649 0.68164 -3.95504  O3 0.970
13 H 2.11187 1.60071 3.59340  C5 1.097
14 H -1.34202 -0.05646 -1.37748  N4 1.024
15 H 1.16872 2.96226 3.02342  C5 1.089
16 H 0.49962 -0.55610 2.07803  C7 1.093
17 H 1.56363 -2.21887 -0.19403  C8 1.086
18 H -2.44777 -0.50214 -5.02817  O3 0.949
19 H 0.49444 -2.24030 -1.65616  C8 1.086
20 H -0.62708 -2.07451 0.59762  C6 1.108
21 H 2.89596 3.10686 3.25728  C5 1.091
22 H 1.24519 -0.79043 -1.24527  C8 1.109

Summary:
**Highest occupied orbital energy**: -12.10 eV
**Energy relative to the best compared isomer or geometry (same formula, charge and spin)**: 28.56 kcal per mole
**E_LUMO**: -3.4 eV
**Total charge**: +1

6.
This record from the Open Molecules 2025 dataset describes a 2-piece molecular cluster, C4H14NS overall. The level of theory is the ωB97M-V functional and the def2-TZVPD basis.

Last columns: bonded neighbours and bond lengths (Å).
Element x y z (Å)
1 S -1.84984 2.69536 -1.08799  C4 1.815, C6 1.811
2 N 1.00015 -0.90152 0.57436  C3 1.517, H8 1.033, H14 1.024, H20 1.020
3 C 0.02158 -2.03891 0.34733  N2 1.517, C5 1.515, H7 1.090, H16 1.085
4 C -0.90140 1.21700 -0.63153  S1 1.815, H12 1.099, H15 1.097, H18 1.086
5 C 0.54060 -3.35492 0.88933  C3 1.515, H9 1.091, H10 1.088, H11 1.092
6 C -0.53767 3.92876 -0.89233  S1 1.811, H13 1.095, H17 1.084, H19 1.088
7 H -0.91168 -1.74853 0.83003  C3 1.090
8 H 0.68432 -0.05716 0.06947  N2 1.033
9 H 0.80386 -3.26409 1.94417  C5 1.091
10 H -0.22093 -4.11524 0.72703  C5 1.088
11 H 1.41736 -3.68039 0.32627  C5 1.092
12 H -0.03941 1.04266 -1.28979  C4 1.099
13 H 0.27220 3.77611 -1.61292  C6 1.095
14 H 1.89972 -1.19798 0.18610  N2 1.024
15 H -0.49972 1.39231 0.37435  C4 1.097
16 H -0.16542 -2.04081 -0.72174  C3 1.085
17 H -0.96637 4.89782 -1.12116  C6 1.084
18 H -1.56168 0.35598 -0.59909  C4 1.086
19 H -0.13427 3.84925 0.11550  C6 1.088
20 H 1.14859 -0.75571 1.57261  N2 1.020

Summary:
**Highest occupied orbital energy**: -11.76 eV
**Energy relative to the best compared isomer or geometry (same formula, charge and spin)**: 14.69 kcal per mole
**E_LUMO**: -3.6 eV
**Total charge**: +1

Question: Which of these has the lowest energy relative to the best compared isomer or geometry (same formula, charge and spin)?
Answer: number 2

Question: The lowest energy relative to the best compared isomer or geometry (same formula, charge and spin) belongs to which entry?
Answer: number 2

Question: Which of these has the lowest energy relative to the best compared isomer or geometry (same formula, charge and spin)?
Answer: number 2

Question: Number 6 is which compound?
Answer: C4H14NS